DFT (the ωB97M-V functional and the def2-TZVPD basis) results for a molecular structure, C28H21LuN7OPS.

Structure (XYZ):
```
60
Properties=species:S:1:pos:R:3:forces:R:3:nbo_charge:R:1
H -4.66797 4.23272 1.23869 -0.01 0.01 0.00 0.22
C -0.18132 1.03287 2.85420 -0.03 -0.01 0.00 -0.14
H -1.04273 -4.13012 1.31368 0.01 0.01 -0.01 0.20
C 0.54432 0.93844 -2.59345 0.17 -0.01 -0.14 0.08
H 4.09943 -3.22506 3.25210 -0.03 0.02 -0.02 0.41
O 1.27438 -3.32791 -0.94234 0.09 -0.71 -0.39 -0.59
H 1.47617 4.31241 1.67865 0.00 0.00 0.00 0.21
H 1.93197 3.44279 3.94951 0.00 0.00 0.01 0.22
H 4.22252 0.97675 -3.54933 0.02 -0.01 0.02 0.23
C -5.10765 3.17530 -0.57619 -0.01 0.01 -0.01 -0.20
N 1.41496 0.26284 -1.84405 0.04 0.13 0.00 -0.53
C -2.00508 -0.90533 1.23549 -0.32 0.20 -0.07 -0.39
H -3.66198 -0.04845 2.33302 -0.01 0.00 -0.01 0.21
C 1.85720 -3.41125 -3.08275 -0.27 0.42 -0.02 -0.07
C 0.17114 2.69902 1.15977 -0.02 -0.03 -0.07 -0.20
H -0.48804 0.88846 -2.27242 -0.01 0.03 -0.02 0.22
C -1.60626 -3.22244 1.50731 0.03 0.01 -0.01 -0.15
C -3.09561 -0.94600 2.10876 0.04 -0.09 -0.06 -0.21
S 1.95673 -1.97133 2.15442 -0.03 0.04 -0.03 -0.35
C 2.40159 -4.72218 -2.91151 -0.01 -0.12 0.03 0.24
H -0.01206 3.08125 0.16048 -0.01 -0.01 0.00 0.21
N 4.14233 -1.62909 0.51045 -0.11 0.08 0.01 -0.44
C 1.01089 3.39328 2.01102 0.02 0.02 0.03 -0.21
C -3.59991 1.39173 -1.13608 0.01 -0.04 -0.05 -0.21
C 1.26554 2.90476 3.28811 0.01 0.00 0.00 -0.21
N 4.45173 -2.74660 2.44448 0.11 0.05 -0.06 -0.77
H -0.63583 0.10766 3.18621 0.00 0.00 -0.01 0.23
P -1.43625 0.56805 0.37041 0.47 -0.07 -0.08 0.81
C -0.44615 1.51496 1.57527 -0.02 0.03 0.14 -0.38
H -2.68334 2.87810 1.76410 0.01 -0.01 0.01 0.23
H 2.58347 2.21003 -4.95642 -0.01 0.00 0.00 0.23
N 1.29790 -2.75270 -2.11859 0.28 -0.38 0.23 -0.04
C 3.65909 -0.43503 -1.32772 0.05 0.07 0.06 0.02
C 3.17128 0.98592 -3.29882 -0.10 -0.01 0.01 -0.22
H -5.98133 3.77072 -0.80653 0.00 0.01 0.00 0.22
H 0.16767 2.17728 -4.29358 0.02 0.01 -0.02 0.23
C 2.25489 1.67201 -4.07728 0.07 0.01 -0.04 -0.13
C -2.69751 -3.29788 2.35783 -0.06 0.00 0.03 -0.22
N 3.23109 -0.99760 -0.26016 -0.03 -0.04 -0.16 -0.29
H 5.39359 -2.90829 2.13083 0.01 -0.01 0.02 0.40
C -4.72169 2.15081 -1.42868 -0.02 0.01 -0.01 -0.21
C -3.44504 -2.16069 2.66760 0.02 -0.01 0.00 -0.22
N 2.01106 -2.20258 -5.35743 -0.01 0.05 0.02 -0.29
H -5.29273 1.94360 -2.32410 -0.01 0.00 -0.01 0.22
H 0.87781 1.32969 4.69039 0.00 0.00 0.01 0.22
C -4.37068 3.43539 0.57020 -0.01 -0.01 -0.02 -0.20
H -2.97868 -4.24868 2.79564 0.01 -0.01 0.00 0.21
H -3.30676 0.59264 -1.80858 0.02 -0.01 0.03 0.21
C 1.93303 -2.74084 -4.34559 0.05 -0.08 -0.16 0.26
C -1.22152 -2.01651 0.89228 0.06 -0.10 0.25 -0.55
H 4.71626 -0.46554 -1.57886 -0.01 0.04 -0.03 0.20
H -4.29183 -2.23141 3.33872 0.00 -0.01 0.00 0.21
Lu 0.81916 -1.43116 -0.17289 -0.15 0.62 0.27 1.78
C 0.67293 1.72488 3.70422 0.00 0.00 0.00 -0.20
C -3.25294 2.67015 0.86711 0.03 -0.01 -0.01 -0.23
C 0.91949 1.65650 -3.71857 -0.14 -0.04 0.09 -0.25
C -2.85639 1.63975 0.01578 -0.14 0.09 0.11 -0.25
N 2.83049 -5.77909 -2.78316 0.04 0.00 -0.02 -0.25
C 3.60707 -2.09888 1.62263 -0.10 -0.12 0.13 0.33
C 2.72009 0.29188 -2.18426 -0.02 -0.06 0.04 0.18
```
Positions in Å, forces in eV/Å.

* lowest unoccupied orbital energy: -0.8 eV
* electronic energy: -3513.22571 hartree
* multiplicity: 1
* HOMO level: -8.25 eV
* gap between HOMO and LUMO: 7.4466 eV
* net charge: 0

DFT (the ωB97M-V functional and the def2-TZVPD basis) results for a molecular structure, C28H22BeN6O7S2.

Structure (XYZ):
```
66
Properties=species:S:1:pos:R:3:forces:R:3:nbo_charge:R:1
C -1.07946 -4.25923 2.54965 0.01 0.01 0.03 -0.19
N 0.03656 2.91075 1.63931 0.10 -0.04 0.09 -0.81
O 0.65371 -2.86911 0.81655 -0.04 -0.03 -0.03 -0.72
H 1.60940 -1.14833 -3.93752 0.04 -0.03 0.02 0.17
H -5.56528 -3.50445 -0.11776 0.00 0.00 0.00 0.20
C -4.88718 -0.32561 0.85874 0.01 -0.02 0.02 -0.22
H -3.56404 -4.63877 4.84796 0.01 0.00 0.00 0.26
H -0.81054 2.46245 1.25862 -0.05 0.02 -0.04 0.45
H -3.35961 -3.19056 -1.21770 0.00 0.00 0.00 0.20
C -5.57366 -1.51505 0.71246 0.01 -0.01 0.01 -0.22
C -1.67423 0.75299 -4.57422 0.04 -0.04 -0.05 -0.21
H -0.11622 -2.51055 -2.27203 -0.03 0.05 0.07 0.43
Be -0.41889 0.14795 -0.02081 0.26 -0.06 -0.25 1.65
H -2.23350 -1.07674 2.82402 0.00 0.01 0.00 0.25
H -6.52855 -1.63880 1.21135 -0.01 0.00 -0.01 0.19
C -3.79280 -2.38508 -0.63528 0.00 0.00 -0.01 -0.23
H -2.94618 3.13526 0.99689 -0.01 0.00 -0.02 0.20
H -2.12851 -1.10898 -0.97799 0.01 0.00 -0.04 0.22
H -5.31156 0.44554 1.48719 -0.02 0.02 0.01 0.20
H -3.63483 2.09599 2.25639 0.02 0.00 0.00 0.21
H -4.54764 2.41856 0.78325 0.00 0.01 0.01 0.21
C 2.52396 -0.53697 -0.50211 -0.14 -0.04 -0.15 0.14
O -2.62969 -6.81355 4.53320 -0.02 -0.01 0.02 -0.61
C 0.26744 -0.36965 -5.38185 0.02 -0.02 0.10 -0.22
C 0.26741 -0.34493 -1.58353 -0.35 0.15 -0.08 -0.75
O -0.56526 -1.01308 1.06340 -0.04 0.10 0.49 -0.94
C -2.13610 -2.13332 3.01003 0.01 0.00 -0.06 -0.28
C 1.14661 2.32154 1.13515 -0.07 0.15 0.00 0.29
C -3.09139 -1.20894 -0.49517 -0.03 0.02 -0.02 -0.15
C -1.93922 -4.90698 3.46150 0.00 -0.03 -0.01 0.04
C -0.27628 -2.23600 1.31774 0.10 -0.02 -0.09 0.80
C -3.54232 2.23729 1.17151 0.00 0.00 0.01 -0.68
H -0.33712 -4.83996 2.02541 0.00 0.00 -0.01 0.25
C 3.53162 -1.40325 -0.30596 0.02 -0.02 0.04 -0.42
H -2.59711 1.29748 -4.75127 0.00 0.01 0.00 0.19
C 1.71671 -2.29231 -1.65931 0.03 0.02 0.13 0.30
C -1.18613 -2.89829 2.32844 -0.03 0.00 -0.02 -0.09
H 0.04185 3.91043 1.73269 0.00 0.01 -0.01 0.38
H -1.22502 0.49102 -6.68444 0.00 0.00 0.00 0.18
O -4.76546 -2.58922 5.35188 0.06 0.08 -0.09 -0.42
H -1.88265 0.90154 -2.45922 -0.02 0.00 0.01 0.21
C -2.90446 -4.15240 4.14943 0.01 0.01 0.03 -0.23
N -1.83868 -6.26971 3.68907 0.00 0.03 0.00 0.37
C -1.28264 0.52184 -3.27875 -0.07 -0.06 0.08 -0.26
C 3.36770 1.63729 0.39621 0.03 0.02 0.00 -0.45
O -1.59908 1.23060 0.22499 -0.03 -0.01 -0.26 -0.95
C -2.96157 -2.79462 3.90748 -0.01 -0.04 -0.01 0.07
H 0.69328 -3.97450 -1.90472 -0.01 0.02 0.03 0.40
C -3.60573 -0.13469 0.27707 0.03 0.06 -0.02 -0.17
N 0.76368 -3.03224 -2.26244 0.17 -0.12 -0.20 -0.80
H 4.40521 1.55847 0.12353 0.01 0.00 0.01 0.24
C 2.36741 0.76684 0.13386 0.14 0.08 0.01 0.15
O -0.95749 -6.93907 3.05390 0.01 -0.01 0.00 -0.60
H 0.89387 -0.72182 -6.19740 0.00 0.00 0.00 0.18
O -3.90920 -0.78589 4.56065 -0.04 -0.09 -0.01 -0.41
C -0.90943 0.31025 -5.66392 -0.06 0.04 -0.04 -0.36
C 0.67229 -0.62553 -4.08027 -0.03 0.06 -0.08 -0.28
N -3.95162 -2.00215 4.65419 -0.04 0.01 0.09 0.53
C -5.03780 -2.56328 -0.02956 -0.02 -0.02 0.00 -0.26
S 3.25128 -2.87990 -1.15730 -0.04 -0.01 -0.01 0.41
C -0.08575 -0.19301 -2.94704 0.21 0.20 0.05 -0.08
N 1.11609 1.16096 0.55092 -0.03 -0.10 0.10 -0.59
C -2.88218 1.06564 0.50051 -0.08 -0.09 0.14 0.38
H 4.37996 -1.27528 0.34183 0.02 -0.01 -0.01 0.24
S 2.74009 3.02055 1.22812 -0.04 -0.02 -0.03 0.32
N 1.51476 -1.01506 -1.34671 -0.02 -0.27 0.07 -0.33
```
Positions in Å, forces in eV/Å.

* lowest unoccupied orbital energy (alpha / beta): 3.4 / 3.4 eV
* electronic energy: -2746.52189 hartree
* multiplicity: 1
* HOMO level (alpha / beta): -0.73 / -0.12 eV
* gap between HOMO and LUMO (alpha / beta): 4.1416 / 3.5307 eV
* net charge: -2

DFT (the ωB97M-V functional and the def2-TZVPD basis) results for a single C28H22ClF3N6O3 molecule in a non-equilibrium geometry.

Structure (XYZ):
```
63
Properties=species:S:1:pos:R:3:forces:R:3:nbo_charge:R:1
C 6.58813 0.90394 -0.81229 -0.12 0.04 -0.11 0.70
O 0.89181 2.05372 1.75959 0.17 0.20 -0.01 -0.62
C 1.14681 -2.64002 1.43985 0.11 -0.04 -0.30 -0.01
C 5.52037 1.90072 -0.35719 0.17 0.11 0.10 -0.48
H -3.39508 -2.51615 -2.06507 -0.07 0.01 -0.19 0.21
H 1.81522 -0.05331 1.64881 -0.02 -0.06 -0.27 0.26
C -1.46292 2.18989 1.45811 0.32 0.56 0.04 -0.13
H 1.20409 -5.54274 -0.26922 0.00 -0.11 -0.01 0.22
H -1.35395 0.73156 3.86366 0.02 -0.06 0.01 0.24
H -0.61205 2.98571 3.29814 -0.09 0.03 -0.06 0.25
C -1.57887 2.67419 2.90942 0.12 -0.07 0.10 -0.38
H -3.12420 2.83785 -2.70554 -0.05 0.02 -0.14 0.21
C -3.34065 1.28780 0.12963 -0.48 0.06 -0.49 0.40
C 1.36287 -0.25413 0.66908 0.00 0.23 0.11 -0.16
H 5.46445 -0.92508 -1.32404 -0.01 -0.04 0.01 0.23
H 3.87230 1.58312 -1.84202 0.14 -0.08 0.11 0.25
F 7.16574 0.19735 0.19554 -0.11 -0.16 0.25 -0.34
C 1.49146 -2.23630 -0.88943 0.03 -0.10 0.12 -0.13
H 5.40639 1.96456 0.72234 -0.01 0.01 0.05 0.23
C 2.16840 0.51191 -0.39328 0.22 -0.29 0.59 0.71
H -2.27963 3.50654 2.97805 -0.02 -0.02 -0.08 0.21
H 1.55165 -3.96505 -2.14043 0.01 -0.04 -0.10 0.22
H 5.72312 0.17995 -2.69363 0.01 0.02 -0.05 0.24
C 1.09879 -4.00410 1.20500 -0.02 0.02 0.07 -0.22
C 1.34823 -1.73512 0.39926 0.14 -0.06 0.17 -0.09
N -2.62036 1.32424 1.31404 0.14 0.31 0.01 -0.47
H -1.62193 -1.73193 1.52768 0.13 0.09 0.18 0.21
H 0.93885 -4.68251 2.02792 -0.02 -0.04 0.09 0.23
N -7.07218 -1.04983 -1.77511 -0.32 -0.26 -0.08 -0.28
C -1.12540 -0.08777 -1.39113 -0.12 -0.26 0.01 -0.25
C -4.62321 1.35241 -2.28310 -0.08 -0.14 0.18 -0.23
C 1.44230 -3.59697 -1.13235 0.00 0.02 -0.07 -0.22
N 3.50200 0.41520 -0.21335 0.16 -0.01 0.09 -0.61
C -0.09513 1.50840 1.30508 -0.41 0.12 0.08 0.70
C 1.24697 -4.48081 -0.08493 -0.01 0.04 0.01 -0.18
C -2.01623 -0.85776 -2.11829 0.07 -0.12 0.31 0.35
C -5.08063 0.48597 -1.28482 0.89 0.77 0.12 -0.12
H -1.50959 2.99632 0.72085 0.07 -0.14 0.21 0.27
C 5.55525 0.11708 -1.62213 0.19 -0.09 -0.09 -0.49
F 7.61756 1.42456 -1.52119 0.06 0.17 -0.22 -0.34
C -3.53227 2.14456 -1.98303 -0.19 -0.04 -0.18 0.06
N -2.53904 -2.18282 -0.23252 -0.19 -0.33 0.24 -0.40
F -2.21258 -0.59544 -3.42249 0.01 -0.03 0.02 -0.32
C -2.14501 1.43618 3.59641 -0.04 0.14 0.09 -0.52
H 5.66846 2.89534 -0.76804 0.01 0.04 -0.03 0.24
N -0.00149 0.28136 0.73590 0.42 -0.51 0.01 -0.47
C 4.44837 1.05415 -1.08190 -0.05 0.09 -0.24 -0.05
C -2.70186 -1.89902 -1.51163 0.12 0.20 -0.53 -0.04
Cl 0.93000 -2.06519 3.05861 -0.04 0.02 0.21 0.01
C -3.01705 0.80291 2.52929 0.05 -0.02 0.45 0.71
C -1.70371 -1.45915 0.48520 0.24 0.26 0.03 0.03
H 1.63263 -1.54760 -1.70870 0.01 0.09 -0.11 0.22
H -2.73028 1.64442 4.48989 -0.02 -0.11 -0.04 0.25
C -0.97069 -0.39786 -0.04467 -0.50 -0.22 -0.55 0.11
H -0.55713 0.70962 -1.84529 0.03 0.03 -0.01 0.28
C -6.18408 -0.36562 -1.54184 -0.32 -0.24 -0.07 0.28
C -4.44187 0.44714 -0.05116 -0.15 0.00 -0.09 -0.23
O 1.65714 1.11416 -1.30920 -0.28 0.23 -0.34 -0.64
O -3.89461 -0.00312 2.70147 -0.24 -0.18 0.01 -0.57
H -5.10145 1.39028 -3.24808 -0.02 0.01 -0.08 0.24
H -4.77746 -0.21118 0.73191 0.04 -0.03 0.02 0.28
N -2.90435 2.11104 -0.82061 0.06 0.02 0.36 -0.46
H 3.86761 -0.07753 0.58700 -0.18 -0.02 0.04 0.40
```
Positions in Å, forces in eV/Å.

* lowest unoccupied orbital energy: -0.2 eV
* structure (SMILES): N#Cc1ccnc(N2C(=O)CC[C@H]2C(=O)N(c2cncc(F)c2)[C@H](C(=O)NC2CC(F)(F)C2)c2ccccc2Cl)c1
* electronic energy: -2394.31132 hartree
* multiplicity: 1
* HOMO level: -9.14 eV
* gap between HOMO and LUMO: 8.9692 eV
* net charge: 0